{"formula": "C42H27IN12O2STa", "method": "the ωB97M-V functional and the def2-TZVPD basis", "elements": ["Ta", "I", "S", "O", "O", "N", "N", "N", "N", "N", "N", "N", "N", "N", "N", "N", "N", "C", "C", "C", "C", "C", "C", "C", "C", "C", "C", "C", "C", "C", "C", "C", "C", "C", "C", "C", "C", "C", "C", "C", "C", "C", "C", "C", "C", "C", "C", "C", "C", "C", "C", "C", "C", "C", "C", "C", "C", "C", "C", "H", "H", "H", "H", "H", "H", "H", "H", "H", "H", "H", "H", "H", "H", "H", "H", "H", "H", "H", "H", "H", "H", "H", "H", "H", "H", "H"], "coordinates": [[0.4477, 0.0858, -0.0947], [3.2050, 0.2611, 4.8981], [2.6724, 0.7060, -1.1066], [2.1584, 0.0092, 1.4147], [0.1263, 1.5483, 1.2119], [1.7607, -1.8886, -2.7500], [2.9507, 1.7164, -3.5479], [-2.1511, 0.7272, -2.5017], [-0.1770, -1.1129, 1.6159], [-0.0942, -0.4742, -2.1131], [-1.7421, 0.2270, -0.1757], [2.8030, 2.1435, 1.8432], [0.9861, 2.2431, -2.5133], [1.4342, -1.8826, -0.3475], [-2.2435, -0.0080, 2.1892], [0.2899, 2.0594, -1.3150], [1.5812, -2.7275, 1.9152], [2.8945, 0.8334, 1.9938], [3.5809, -4.2773, -2.1484], [-2.5353, 0.3509, 0.9497], [-0.7876, 2.5314, 1.3163], [3.4681, -4.7857, 0.6501], [3.9588, 0.3066, 2.9061], [-0.5522, 3.0045, -1.0850], [-2.2068, 4.1989, 0.2985], [-0.0236, -2.5295, 6.0310], [0.4853, -0.6474, -4.3640], [-4.9074, 1.2821, 1.3856], [-5.9733, 1.8594, 0.7315], [-2.2466, 3.8588, 2.6708], [0.8121, -1.0324, -3.0069], [-1.2286, 3.2045, 0.1743], [-0.9258, -1.1820, 3.8218], [1.9740, -2.3439, -1.5350], [4.2200, -5.5762, -0.1949], [2.7807, -3.7204, 0.0729], [4.2764, -5.3247, -1.5787], [0.1762, -2.0079, 3.7357], [-5.9513, 2.0806, -0.6614], [-1.1391, -1.6805, 6.1203], [-2.7313, 4.5090, 1.5341], [-1.2714, 2.8845, 2.5733], [-2.4990, 0.6976, -1.2256], [1.8880, -2.7332, 0.6304], [2.8365, -3.4732, -1.2886], [0.6461, -2.7142, 4.8358], [-3.7995, 0.9381, 0.6088], [-1.2804, 0.6126, -5.4390], [2.1265, 1.6336, -2.4841], [-1.0436, 0.1730, -2.8981], [-0.6765, 0.0954, -4.2982], [-4.8621, 1.7287, -1.4290], [-0.6518, 0.3647, -6.6438], [-1.1698, -0.6747, 2.4812], [-3.7782, 1.1564, -0.7618], [0.5327, -0.3903, -6.7109], [1.1162, -0.9159, -5.5747], [0.6176, -1.9689, 2.3508], [-1.6172, -1.0025, 5.0133], [3.6094, -4.0855, -3.2115], [4.8458, 0.9329, 2.9183], [-3.4985, 5.2642, 1.6255], [-4.9188, 1.1037, 2.4514], [-0.9024, 2.3582, 3.4428], [1.5008, -3.3708, 4.7553], [-4.8416, 1.8874, -2.4976], [0.9900, -0.5649, -7.6755], [4.8736, -5.9730, -2.2054], [-2.4903, -0.3677, 5.0655], [2.0180, -1.5096, -5.6155], [2.7044, 2.3263, -4.3088], [-1.0766, 0.7536, -7.5592], [3.8534, 1.2808, -3.5321], [-2.6429, 4.1158, 3.6440], [-1.6390, -1.5680, 7.0726], [4.7755, -6.4126, 0.2069], [-2.1965, 1.1819, -5.3783], [3.4077, 2.7594, 2.3590], [2.0419, 2.5187, 1.2979], [-6.8135, 2.5324, -1.1328], [-6.8521, 2.1485, 1.2921], [0.3102, -3.0504, 6.9179], [3.4098, -4.9808, 1.7115], [-0.6691, 3.7539, -1.8643], [-2.5410, 4.7216, -0.5891], [4.2020, -0.7130, 2.6283]], "forces_ev_per_angstrom": [[0.41, 0.36, 0.24], [-0.06, -0.01, 0.05], [0.05, 0.15, -0.30], [0.09, 0.08, -0.05], [-0.14, 0.18, 0.29], [0.00, -0.05, 0.11], [-0.01, 0.07, 0.00], [0.01, 0.02, 0.11], [-0.31, -0.12, 0.46], [0.22, -0.10, -0.46], [-0.18, 0.19, -0.01], [-0.03, -0.05, 0.04], [-0.06, -0.18, 0.22], [-0.09, -0.37, -0.17], [-0.05, 0.06, -0.11], [-0.21, 0.06, -0.21], [0.04, 0.00, -0.15], [0.01, -0.05, 0.04], [0.02, 0.01, 0.06], [0.08, -0.07, 0.08], [0.26, -0.19, -0.03], [-0.01, 0.05, -0.02], [0.03, -0.03, 0.00], [0.07, 0.09, 0.17], [-0.03, 0.02, 0.07], [-0.06, 0.05, 0.02], [0.17, -0.05, -0.04], [0.08, -0.03, -0.07], [-0.04, 0.03, -0.10], [0.05, -0.06, 0.02], [-0.18, -0.08, -0.01], [0.01, 0.05, -0.13], [-0.19, 0.14, -0.02], [0.12, 0.10, 0.01], [0.03, -0.01, -0.10], [0.04, -0.08, 0.11], [-0.01, -0.01, 0.07], [0.16, -0.10, -0.01], [-0.02, -0.01, 0.10], [0.04, -0.03, -0.03], [0.02, -0.01, -0.06], [-0.09, 0.15, -0.04], [0.08, -0.08, -0.14], [0.08, 0.07, 0.13], [0.02, -0.02, -0.18], [0.00, 0.02, -0.02], [-0.12, 0.03, 0.10], [0.04, -0.07, 0.02], [0.03, 0.01, -0.09], [-0.01, -0.12, 0.01], [-0.13, 0.13, 0.01], [0.05, -0.03, 0.08], [0.06, -0.04, -0.02], [0.10, -0.17, -0.02], [-0.08, 0.06, -0.12], [-0.05, 0.03, -0.01], [-0.09, -0.01, 0.04], [-0.19, -0.02, -0.01], [0.05, -0.05, 0.03], [-0.01, 0.01, -0.01], [-0.01, -0.01, -0.04], [-0.01, 0.01, 0.01], [0.01, -0.01, 0.02], [0.01, -0.01, 0.03], [0.01, -0.01, -0.01], [0.01, 0.00, -0.03], [-0.01, 0.00, -0.02], [0.01, -0.01, 0.00], [-0.02, 0.02, -0.01], [0.03, -0.01, 0.00], [0.01, 0.00, -0.01], [-0.01, 0.00, -0.01], [-0.02, -0.03, 0.01], [-0.01, 0.01, 0.02], [0.00, 0.00, 0.02], [0.00, -0.01, 0.01], [-0.02, 0.02, 0.01], [-0.02, 0.02, -0.01], [0.01, 0.03, 0.00], [-0.02, 0.01, 0.00], [-0.01, 0.01, 0.00], [0.01, -0.01, 0.02], [-0.01, 0.00, 0.02], [0.00, 0.01, 0.02], [-0.01, 0.01, -0.02], [0.00, 0.01, 0.00]], "charge": 1, "fmax_ev_per_a": 0.60, "lumo_ev": [-4.07, -3.99], "homo_ev": [-8.96, -9.05], "de_lowest_kcal_mol": 0.0, "orbital_gap_ha": [0.179, 0.186]}